Density functional theory data (ωB97M-V with the def2-TZVPD basis set) for 2 unconnected molecules or ions with the total composition C5H12O2.

Calculated values
HOMO (eV): -7.72
Net charge: 0
Energy (eV): -9472.3413
LUMO level (eV): 0.550
Largest force on an atom (hartree/bohr): 0.01144
Energy relative to the best compared isomer or geometry (same formula, charge and spin) (kJ/mol): 269.6
Gap between HOMO and LUMO (eV): 8.27

Positions of all 19 atoms, in Å:
C 2.557 -1.003 0.303
C 1.685 0.213 0.445
C 0.354 0.373 0.456
O -0.123 1.449 1.132
C -0.634 -0.544 -0.248
C -2.171 -0.325 -0.161
O -2.564 0.959 0.342
H 3.470 -0.803 -0.271
H 2.893 -1.270 1.317
H 2.079 -1.894 -0.118
H 2.202 1.092 0.816
H -1.081 1.512 0.985
H -0.388 -1.504 0.220
H -0.363 -0.607 -1.310
H -2.601 -1.107 0.471
H -2.619 -0.431 -1.158
H -3.322 0.843 0.926
H 0.665 1.522 -2.192
H -0.039 1.526 -1.953